ORCA calculation (ωB97M-V/def2-TZVPD) on a structure of composition C36H90BCdF4N6.

## Properties
expectation value of S²: 0.754
lowest unoccupied orbital energy (alpha / beta): -7.50 / -9.10 eV
HOMO (alpha / beta): -11.82 / -11.82 eV
Kohn-Sham gap (alpha / beta): 4.32 / 2.72 eV

Structure (ORCA input):
```
! wB97M-V def2-TZVPD RIJCOSX def2/J DEFGRID3
* xyz 2 2
Cd 1.283 -2.154 -0.071
B -0.718 -1.221 0.291
F -0.727 -2.243 -0.633
F -1.910 -0.562 0.529
F -0.192 -1.817 1.351
F 0.244 -0.356 -0.084
C -2.406 -4.739 6.976
C -2.096 -4.054 5.658
N -1.309 -2.826 5.762
C 0.056 -3.323 5.951
C 0.927 -2.108 6.334
C -1.435 -2.084 4.501
C -2.695 -1.287 4.491
H -2.640 -3.998 7.741
H -1.526 -5.298 7.294
H -3.220 -5.457 6.876
H -1.549 -4.794 5.074
H -3.045 -3.869 5.154
H 0.175 -4.050 6.755
H 0.549 -3.764 5.084
H 1.805 -2.472 6.866
H 1.362 -1.549 5.506
H 0.410 -1.434 7.016
H -1.371 -2.700 3.604
H -0.571 -1.437 4.347
H -2.731 -0.585 3.658
H -2.811 -0.540 5.276
H -3.602 -1.877 4.362
C 0.956 0.623 -3.302
C 1.235 2.148 -2.968
N 2.518 2.586 -3.459
C 2.927 3.833 -2.858
C 3.427 3.502 -1.439
C 2.564 2.726 -4.934
C 4.056 2.688 -5.462
H 1.792 -0.076 -3.307
H 0.464 0.517 -4.269
H 0.212 0.167 -2.650
H 0.447 2.758 -3.410
H 1.131 2.300 -1.894
H 3.647 4.376 -3.471
H 2.085 4.523 -2.808
H 2.604 3.188 -0.799
H 4.137 2.675 -1.410
H 3.906 4.385 -1.015
H 2.085 3.633 -5.301
H 2.070 1.854 -5.363
H 4.049 2.399 -6.513
H 4.664 1.985 -4.892
H 4.500 3.677 -5.351
C 3.537 0.234 -0.337
C 3.881 -0.952 0.570
N 2.711 -1.436 1.327
C 3.191 -2.592 2.109
C 2.042 -3.338 2.795
C 2.118 -0.414 2.193
C 3.088 0.326 3.197
H 2.837 -0.020 -1.132
H 4.491 0.457 -0.814
H 3.284 1.174 0.155
H 4.238 -1.739 -0.095
H 4.659 -0.660 1.275
H 3.924 -2.292 2.858
H 3.660 -3.331 1.460
H 2.454 -4.231 3.265
H 1.269 -3.727 2.133
H 1.661 -2.687 3.582
H 1.682 0.296 1.491
H 1.279 -0.818 2.761
H 2.486 0.944 3.863
H 3.460 -0.380 3.939
H 3.919 0.890 2.774
C -2.586 -6.884 -5.208
C -2.394 -5.374 -5.039
N -1.026 -4.864 -5.476
C -0.837 -3.426 -5.201
C -1.055 -3.137 -3.706
C -0.925 -5.041 -6.993
C 0.423 -4.520 -7.660
H -3.476 -7.195 -4.660
H -1.745 -7.494 -4.877
H -2.663 -7.159 -6.260
H -3.220 -4.875 -5.546
H -2.519 -5.183 -3.973
H 0.171 -3.055 -5.387
H -1.507 -2.834 -5.824
H -0.989 -2.080 -3.447
H -2.053 -3.343 -3.321
H -0.296 -3.617 -3.089
H -1.773 -4.615 -7.529
H -0.983 -6.115 -7.171
H 1.250 -5.135 -7.307
H 0.733 -3.495 -7.457
H 0.353 -4.666 -8.738
C 1.001 3.917 1.649
C 0.154 4.013 2.914
N 0.076 2.692 3.542
C -0.798 1.773 2.775
C -2.251 2.235 2.579
C -0.213 2.809 4.979
C -0.172 1.492 5.736
H 0.556 3.276 0.887
H 2.047 3.658 1.811
H 0.990 4.896 1.169
H 0.639 4.765 3.538
H -0.836 4.426 2.721
H -0.376 1.541 1.797
H -0.787 0.808 3.282
H -2.858 1.401 2.227
H -2.727 2.619 3.482
H -2.259 3.042 1.846
H -1.180 3.297 5.096
H 0.538 3.459 5.428
H -1.075 0.892 5.628
H 0.002 1.606 6.806
H 0.583 0.820 5.327
C -3.210 1.431 -2.661
C -2.680 2.380 -1.547
N -2.161 3.668 -2.047
C -1.175 4.198 -1.132
C -0.432 5.425 -1.704
C -3.269 4.527 -2.439
C -4.150 5.179 -1.312
H -2.513 1.313 -3.492
H -4.106 1.873 -3.097
H -3.465 0.452 -2.256
H -3.437 2.445 -0.766
H -1.915 1.758 -1.083
H -1.644 4.530 -0.206
H -0.436 3.421 -0.937
H -1.169 6.228 -1.691
H 0.449 5.723 -1.136
H -0.121 5.294 -2.741
H -4.009 4.024 -3.061
H -2.944 5.261 -3.177
H -3.630 5.949 -0.744
H -4.452 4.392 -0.621
H -5.078 5.628 -1.667
*
```

=====

ORCA calculation (ωB97M-V/def2-TZVPD) on a structure of composition C36H90KO24P6.

## Properties
lowest unoccupied orbital energy: -1.25 eV
HOMO: -12.19 eV
energy above the lowest of the compared OMol25 structures with the same formula, charge and spin: 0.00 kJ/mol
Kohn-Sham gap: 10.94 eV

Structure (ORCA input):
```
! wB97M-V def2-TZVPD RIJCOSX def2/J DEFGRID3
* xyz 1 1
K 0.047 -0.655 -0.209
C -2.997 3.483 -2.247
C -2.616 2.061 -1.935
O -3.801 1.349 -1.517
P -3.768 -0.237 -1.567
O -2.685 -0.810 -0.774
O -3.719 -0.644 -3.079
C -4.825 -0.413 -4.009
C -4.672 0.913 -4.709
O -5.220 -0.572 -1.085
C -5.442 -1.029 0.262
C -6.910 -1.338 0.410
H -3.910 3.622 -2.825
H -3.102 3.973 -1.273
H -2.251 4.082 -2.773
H -2.189 1.593 -2.827
H -1.887 2.013 -1.125
H -4.778 -1.290 -4.649
H -5.774 -0.491 -3.475
H -3.948 0.784 -5.521
H -5.557 1.287 -5.221
H -4.305 1.674 -4.027
H -4.787 -1.868 0.501
H -5.127 -0.226 0.938
H -7.457 -0.404 0.275
H -7.225 -2.008 -0.391
H -7.124 -1.784 1.377
C 4.854 2.488 1.100
C 4.270 1.969 2.403
O 4.521 0.556 2.549
P 3.427 -0.447 2.021
O 2.713 -0.094 0.797
O 4.234 -1.782 2.064
C 3.593 -3.039 1.707
C 4.667 -3.962 1.210
O 2.382 -0.586 3.221
C 2.812 -0.507 4.574
C 1.828 -1.261 5.448
H 5.919 2.260 1.114
H 4.439 1.908 0.271
H 4.575 3.528 0.947
H 4.753 2.442 3.261
H 3.208 2.220 2.516
H 3.133 -3.431 2.616
H 2.830 -2.831 0.955
H 4.335 -4.994 1.085
H 5.017 -3.633 0.230
H 5.496 -3.975 1.917
H 3.817 -0.914 4.733
H 2.868 0.527 4.936
H 0.808 -0.906 5.286
H 1.778 -2.334 5.244
H 2.131 -1.182 6.494
C -0.103 5.854 2.529
C -1.320 5.117 2.041
O -0.997 3.837 1.420
P -0.982 2.521 2.283
O -0.477 1.323 1.622
O -0.215 2.900 3.592
C 0.073 1.877 4.574
C 0.668 2.522 5.799
O -2.492 2.409 2.783
C -3.515 2.313 1.793
C -4.891 2.382 2.417
H 0.126 5.554 3.551
H 0.779 5.811 1.898
H -0.375 6.912 2.605
H -2.071 4.977 2.818
H -1.785 5.687 1.235
H -0.829 1.334 4.890
H 0.680 1.102 4.100
H 0.943 1.769 6.543
H 1.579 3.065 5.552
H -0.096 3.109 6.307
H -3.437 3.061 0.995
H -3.402 1.395 1.195
H -4.985 1.787 3.323
H -5.145 3.416 2.664
H -5.650 2.068 1.698
C 4.078 3.282 -3.282
C 3.210 2.069 -3.505
O 1.913 2.444 -4.049
P 0.672 2.531 -3.088
O 0.494 1.381 -2.211
O -0.508 2.736 -4.104
C -0.442 3.746 -5.155
C -1.743 3.684 -5.922
O 0.841 3.911 -2.352
C 0.586 3.997 -0.929
C 1.866 3.896 -0.127
H 4.044 3.949 -4.138
H 3.842 3.807 -2.351
H 5.100 2.975 -3.027
H 3.610 1.397 -4.255
H 3.085 1.456 -2.606
H -0.325 4.712 -4.662
H 0.391 3.504 -5.812
H -1.622 4.248 -6.847
H -2.003 2.649 -6.155
H -2.610 4.052 -5.373
H 0.041 4.932 -0.779
H -0.117 3.214 -0.641
H 1.633 3.799 0.932
H 2.369 2.979 -0.451
H 2.539 4.727 -0.335
C 5.672 -1.425 -4.576
C 4.557 -2.434 -4.413
O 3.655 -2.076 -3.338
P 2.233 -2.751 -3.224
O 1.449 -2.282 -2.082
O 2.601 -4.277 -3.188
C 1.982 -5.260 -2.310
C 3.083 -6.077 -1.705
O 1.570 -2.618 -4.646
C 1.447 -1.315 -5.258
C -0.021 -0.939 -5.312
H 6.482 -1.863 -5.161
H 5.307 -0.578 -5.147
H 6.096 -1.202 -3.599
H 3.988 -2.653 -5.323
H 4.973 -3.421 -4.170
H 1.367 -4.757 -1.561
H 1.319 -5.852 -2.944
H 3.675 -6.585 -2.465
H 3.736 -5.472 -1.075
H 2.716 -6.867 -1.044
H 2.039 -0.565 -4.743
H 1.850 -1.438 -6.265
H -0.340 -0.550 -4.339
H -0.253 -0.183 -6.060
H -0.619 -1.842 -5.433
C -0.240 -4.939 6.342
C -0.460 -5.166 4.863
O 0.045 -3.999 4.166
P -0.742 -3.246 3.043
O 0.095 -2.468 2.140
O -1.693 -4.318 2.383
C -1.515 -4.842 1.065
C -2.002 -3.850 0.018
O -1.742 -2.375 3.906
C -2.566 -1.475 3.123
C -3.644 -0.885 3.986
H -0.774 -5.718 6.886
H 0.825 -4.990 6.561
H -0.621 -3.963 6.629
H 0.002 -6.086 4.511
H -1.533 -5.237 4.674
H -0.455 -5.018 0.840
H -1.993 -5.814 0.961
H -2.971 -3.490 0.359
H -1.301 -3.027 0.023
H -2.056 -4.338 -0.952
H -1.913 -0.654 2.791
H -2.902 -1.899 2.172
H -3.246 -0.189 4.726
H -4.378 -0.336 3.396
H -4.188 -1.656 4.538
*
```

=====

ORCA calculation (ωB97M-V/def2-TZVPD) on a cluster of 6 separate species, C36H90N6O12 in total.

## Properties
expectation value of S²: 0.750
lowest unoccupied orbital energy (alpha / beta): 2.10 / 2.10 eV
HOMO (alpha / beta): 0.87 / -6.16 eV
energy above the lowest of the compared OMol25 structures with the same formula, charge and spin: 97.24 kJ/mol
Kohn-Sham gap (alpha / beta): 1.24 / 8.26 eV

Structure (ORCA input):
```
! wB97M-V def2-TZVPD RIJCOSX def2/J DEFGRID3
* xyz -1 2
C 24.422 0.790 -36.256
O 23.401 1.734 -36.131
C 22.097 1.266 -35.909
C 21.920 0.948 -34.410
N 20.668 0.241 -34.130
C 20.479 0.024 -32.739
C 18.980 -0.370 -32.453
O 18.687 -0.418 -31.012
C 19.423 -1.507 -30.431
H 24.592 0.254 -35.322
H 25.320 1.203 -36.715
H 24.047 -0.055 -36.835
H 21.921 0.456 -36.617
H 21.400 2.009 -36.298
H 21.928 1.891 -33.863
H 22.760 0.341 -34.072
H 19.917 0.423 -34.779
H 20.608 0.864 -32.057
H 21.237 -0.684 -32.403
H 18.809 -1.357 -32.881
H 18.330 0.376 -32.911
H 19.630 -2.397 -31.026
H 18.837 -1.879 -29.591
H 20.364 -1.063 -30.108
C 35.651 -2.528 -23.800
O 34.858 -1.466 -23.246
C 34.314 -0.591 -24.272
C 32.912 -1.119 -24.889
N 31.794 -0.371 -24.273
C 30.638 -0.271 -25.202
C 29.465 0.461 -24.617
O 28.847 -0.060 -23.496
C 28.018 0.799 -22.695
H 35.110 -3.134 -24.526
H 35.884 -3.236 -23.004
H 36.632 -2.211 -24.152
H 35.044 -0.388 -25.055
H 34.277 0.381 -23.780
H 32.729 -2.080 -24.407
H 32.941 -1.216 -25.974
H 31.387 -0.911 -23.523
H 30.294 -1.238 -25.570
H 30.940 0.131 -26.169
H 28.689 0.711 -25.341
H 29.857 1.476 -24.547
H 28.500 1.774 -22.626
H 27.818 0.348 -21.722
H 27.039 0.850 -23.171
C 21.720 -3.009 -28.044
O 22.625 -2.283 -27.288
C 22.297 -0.921 -26.987
C 23.671 -0.231 -26.591
N 24.085 -0.869 -25.393
C 23.529 -0.381 -24.133
C 23.878 1.138 -23.772
O 23.833 1.439 -22.391
C 24.309 2.795 -22.019
H 20.788 -2.937 -27.483
H 22.030 -4.050 -28.135
H 21.571 -2.600 -29.044
H 21.582 -0.841 -26.168
H 21.964 -0.380 -27.872
H 23.605 0.855 -26.529
H 24.511 -0.393 -27.266
H 23.836 -1.839 -25.530
H 24.064 -0.938 -23.363
H 22.456 -0.567 -24.166
H 23.025 1.707 -24.142
H 24.893 1.448 -24.019
H 23.610 3.630 -22.033
H 25.259 3.105 -22.454
H 24.466 2.829 -20.941
C 25.276 -3.604 -27.959
O 24.502 -4.829 -28.119
C 24.974 -5.925 -27.365
C 25.905 -6.841 -28.205
N 25.117 -7.159 -29.435
C 24.435 -8.447 -29.148
C 23.258 -8.548 -30.079
O 22.138 -7.671 -29.660
C 21.521 -8.174 -28.450
H 24.753 -2.681 -28.210
H 26.158 -3.738 -28.586
H 25.667 -3.440 -26.955
H 24.150 -6.455 -26.888
H 25.475 -5.504 -26.493
H 26.385 -7.609 -27.599
H 26.746 -6.177 -28.406
H 24.461 -6.391 -29.424
H 24.171 -8.714 -28.125
H 25.004 -9.325 -29.454
H 22.945 -9.592 -30.094
H 23.532 -8.411 -31.125
H 21.274 -9.232 -28.540
H 20.677 -7.566 -28.126
H 22.225 -8.062 -27.625
C 17.875 1.747 -11.887
O 18.196 1.785 -13.258
C 18.393 3.091 -13.768
C 19.464 2.946 -14.839
N 20.502 2.051 -14.225
C 21.450 1.314 -15.014
C 22.332 2.079 -15.987
O 21.548 2.735 -17.003
C 22.375 3.483 -17.882
H 17.267 2.608 -11.611
H 18.718 1.821 -11.199
H 17.331 0.819 -11.709
H 18.847 3.701 -12.986
H 17.463 3.612 -13.999
H 19.899 3.942 -14.919
H 19.040 2.591 -15.778
H 20.106 1.436 -13.529
H 20.974 0.457 -15.490
H 22.105 0.773 -14.331
H 23.062 1.340 -16.317
H 22.861 2.814 -15.381
H 23.098 2.856 -18.403
H 23.180 4.138 -17.547
H 21.715 3.972 -18.598
C 23.691 7.820 -24.119
O 24.123 7.584 -22.818
C 23.659 6.365 -22.137
C 24.847 6.140 -21.156
N 26.026 5.600 -21.820
C 27.326 5.849 -21.115
C 27.374 4.915 -19.843
O 26.840 5.465 -18.574
C 27.731 6.428 -17.924
H 23.761 6.914 -24.720
H 24.272 8.666 -24.487
H 22.613 7.942 -24.010
H 23.530 5.525 -22.821
H 22.703 6.499 -21.631
H 24.574 5.539 -20.289
H 25.159 7.096 -20.736
H 25.999 5.893 -22.786
H 27.395 6.907 -20.864
H 28.112 5.757 -21.864
H 28.348 4.456 -19.675
H 26.780 4.016 -20.002
H 27.488 6.628 -16.881
H 27.662 7.317 -18.551
H 28.785 6.151 -17.932
*
```